[1]
The following is a quantum chemistry calculation of C4H7NO2 in the gas phase at a distorted geometry, from the Open Molecules 2025 dataset.

Atoms and positions in Å:
C (-1.1539, -0.6375, 0.6751)
C (0.8253, -1.1538, -1.2810)
C (-0.4575, 0.6562, 0.7731)
C (-0.1816, 1.6461, -0.0351)
N (-1.1639, -1.6633, -0.0155)
O (-0.3933, -1.7491, -1.1870)
O (-0.0060, 0.8090, 2.0870)
H (-1.5297, -0.7800, 1.6749)
H (1.5120, -1.7451, -2.0256)
H (0.6710, -0.1700, -1.6969)
H (1.4319, -0.9830, -0.3322)
H (0.3632, 2.5561, 0.2842)
H (-0.5476, 1.7448, -1.0880)
H (0.6300, 1.4694, 2.1668)

Atoms 1-2, force components in eV/Å:
0.8 2.1 2.4
3.3 0.9 -0.6

largest force on an atom = 3.576 eV Å⁻¹
HOMO energy = -0.350 hartree
M = 101.10 Da
E_LUMO = 0.682 eV
energy above the lowest of the compared OMol25 structures with the same formula, charge and spin = 475.1 kJ/mol
multiplicity = 1
total charge = 0

***

[2]
The following is a quantum chemistry calculation of 6 unconnected molecules or ions with the total composition C14H22Cl4F2O12 at a distorted geometry, from the Open Molecules 2025 dataset.

Atoms and positions in Å:
C (0.7517, -3.1642, 3.7024)
O (0.6610, -4.4970, 3.1968)
C (-0.1427, -4.6756, 2.1579)
O (-0.7456, -3.8220, 1.5666)
O (-0.1328, -5.9817, 1.8594)
C (-1.1451, -6.4387, 0.9745)
H (0.6496, -2.4161, 2.9246)
H (1.6958, -3.1026, 4.2340)
H (-0.0448, -3.0057, 4.4365)
H (-1.7834, -7.1519, 1.4928)
H (-0.6573, -6.8958, 0.1174)
H (-1.7734, -5.6143, 0.6389)
C (-0.2122, 2.1912, -3.4503)
O (-0.6918, 3.3777, -4.0484)
C (-2.0157, 3.4683, -4.1244)
O (-2.7965, 2.6096, -3.8114)
O (-2.3231, 4.6787, -4.5770)
C (-3.7320, 4.9782, -4.6297)
H (-0.6112, 2.0686, -2.4494)
H (0.8650, 2.1059, -3.5464)
H (-0.5550, 1.2964, -3.9913)
H (-3.7848, 6.0423, -4.8327)
H (-4.1863, 4.7378, -3.6734)
H (-4.1900, 4.4322, -5.4520)
C (-2.4479, 4.4763, 0.8782)
C (-3.0409, 3.8669, -0.3885)
O (-3.2706, 4.9721, -1.2253)
C (-2.5231, 6.0251, -0.7807)
O (-2.4140, 7.0542, -1.3449)
O (-1.9309, 5.7153, 0.3982)
F (-4.2148, 3.2145, -0.1969)
H (-1.6942, 3.8104, 1.2895)
H (-3.2124, 4.6876, 1.6272)
H (-2.3583, 3.1527, -0.8516)
C (4.3205, -4.4487, 0.7028)
C (4.9758, -3.6418, -0.3994)
O (3.9067, -2.9741, -1.0181)
C (2.8226, -3.0052, -0.1979)
O (1.8198, -2.4049, -0.3644)
O (3.0491, -3.8205, 0.8547)
F (5.6517, -4.4266, -1.2881)
H (4.8910, -4.5068, 1.6234)
H (4.1480, -5.4750, 0.3574)
H (5.7036, -2.9001, -0.0566)
C (3.0793, 1.6110, 3.4331)
Cl (3.4334, 0.7971, 1.8653)
Cl (1.6284, 0.9400, 4.1645)
H (3.9442, 1.4727, 4.0648)
H (2.8954, 2.6442, 3.1748)
C (-0.3603, -0.5368, 0.9500)
Cl (-0.9042, 0.6625, -0.2289)
Cl (-1.1856, -0.2746, 2.5045)
H (-0.5010, -1.5402, 0.5713)
H (0.6890, -0.3685, 1.1662)

Atoms 1-2, force components in eV/Å:
-0.3 0.1 0.5
0.2 0.0 0.1

largest force on an atom = 1.796 eV Å⁻¹
HOMO energy = -0.393 hartree
M = 562.13 Da
E_LUMO = 0.248 eV
energy above the lowest of the compared OMol25 structures with the same formula, charge and spin = 0.0 kJ/mol
multiplicity = 1
total charge = 0

***

[3]
The following is a quantum chemistry calculation of 3 unconnected molecules or ions with the total composition C3H13NO3 at a distorted geometry, from the Open Molecules 2025 dataset.

Atoms and positions in Å:
C (-0.9083, -1.8010, -1.1286)
N (-0.6796, -0.7480, -0.1529)
C (-0.7522, 0.5771, -0.7538)
C (-1.3775, 1.4748, 0.3565)
O (-1.1539, 2.8906, 0.1613)
H (-0.7210, -2.7907, -0.7201)
H (-0.3250, -1.7419, -2.0330)
H (-1.9697, -1.7564, -1.4936)
H (0.1324, -0.8828, 0.4084)
H (0.2711, 1.0787, -1.0197)
H (-1.3692, 0.6069, -1.6485)
H (-2.4491, 1.3668, 0.3003)
H (-1.0774, 1.2255, 1.4310)
H (-0.3494, 3.2373, 0.7422)
H (0.9787, -0.7508, 1.7934)
H (2.1182, -0.7573, 2.7323)
O (1.7071, -0.1861, 2.0638)
H (2.7009, 0.5099, -0.3194)
H (2.6523, -1.1763, -0.0898)
O (2.5717, -0.3764, -0.6298)

Atoms 1-2, force components in eV/Å:
-1.0 -0.2 -0.1
-1.1 -0.2 -1.3

largest force on an atom = 3.565 eV Å⁻¹
HOMO energy = -0.320 hartree
M = 111.14 Da
E_LUMO = 0.352 eV
energy above the lowest of the compared OMol25 structures with the same formula, charge and spin = 196.7 kJ/mol
multiplicity = 1
total charge = 0

***

[4]
The following is a quantum chemistry calculation of a molecular structure, C32H34F2IMoN4O5S at a distorted geometry, from the Open Molecules 2025 dataset.

Atoms and positions in Å:
Mo (0.7765, 0.0388, 0.3754)
C (-0.5333, -0.1976, 4.6317)
C (-1.5780, 0.4512, 3.7705)
N (-2.7375, 0.7638, 4.3064)
C (-3.6838, 1.3409, 3.5544)
C (-3.5282, 1.6577, 2.2250)
C (-4.6944, 2.2228, 1.4451)
O (-4.4041, 3.3991, 0.7065)
C (-2.2847, 1.3552, 1.6159)
C (-2.0219, 1.7014, 0.2499)
N (-0.9318, 1.4928, -0.4361)
C (-1.0773, 1.8731, -1.8048)
C (-2.2212, 1.4551, -2.5032)
C (-2.4418, 1.7906, -3.8266)
C (-1.5261, 2.5794, -4.5000)
C (-0.3961, 3.0254, -3.8357)
C (-0.1697, 2.6737, -2.5133)
I (1.4958, 3.5343, -1.5738)
C (-1.3109, 0.7215, 2.4114)
O (-0.1872, 0.3499, 1.8502)
H (-1.0071, -0.9029, 5.3112)
H (-0.0397, 0.5604, 5.2446)
H (0.2183, -0.7074, 4.0302)
H (-4.6141, 1.5515, 4.0704)
H (-5.5308, 2.3867, 2.1284)
H (-5.0122, 1.4800, 0.7089)
H (-4.3534, 4.1513, 1.3057)
H (-2.8138, 2.2442, -0.2555)
H (-2.9546, 0.8490, -1.9855)
H (-3.3289, 1.4293, -4.3297)
H (-1.7059, 2.8796, -5.5235)
H (0.3073, 3.6739, -4.3401)
N (1.7453, 2.3464, 2.0319)
C (3.1675, 2.6962, 1.9652)
C (4.0284, 1.4445, 1.7608)
C (3.8119, 0.7811, 0.4122)
O (4.7057, 0.5873, -0.3732)
O (2.5607, 0.4339, 0.1460)
H (1.1679, 3.1717, 1.9153)
H (1.5348, 1.9610, 2.9464)
H (3.5073, 3.2011, 2.8735)
H (3.3224, 3.3847, 1.1332)
H (3.7884, 0.7183, 2.5435)
H (5.0814, 1.7062, 1.8310)
F (4.2222, -3.3961, 2.9807)
C (2.9715, -3.1065, 2.6163)
C (2.7495, -2.0302, 1.7783)
C (1.4625, -1.7066, 1.3654)
C (0.3998, -2.5412, 1.7920)
C (0.6678, -3.5891, 2.6743)
F (-0.3234, -4.3715, 3.1335)
C (1.9412, -3.8885, 3.1024)
C (-0.8734, -2.3246, 1.1127)
C (-2.0475, -3.0546, 1.3183)
C (-3.1024, -2.9255, 0.4394)
C (-2.9487, -2.1118, -0.6796)
C (-1.7911, -1.3805, -0.7945)
N (-0.8025, -1.4126, 0.1060)
H (3.6124, -1.4633, 1.4515)
H (2.1216, -4.7145, 3.7752)
H (-2.1247, -3.7239, 2.1579)
H (-4.0182, -3.4791, 0.5963)
H (-3.7165, -2.0415, -1.4368)
H (-1.6246, -0.7383, -1.6462)
C (3.5214, -2.2939, -1.9956)
C (2.3629, -2.1388, -2.9659)
S (1.7536, -0.4263, -2.9626)
O (0.8965, -0.3500, -1.7027)
C (0.4927, -0.6151, -4.2644)
C (1.0631, -0.2533, -5.6271)
H (3.8229, -3.3399, -1.9401)
H (3.2219, -1.9850, -0.9972)
H (4.3811, -1.6968, -2.2925)
H (1.5074, -2.7465, -2.6662)
H (2.6570, -2.3698, -3.9915)
H (-0.3069, 0.0700, -3.9807)
H (0.1178, -1.6381, -4.2281)
H (1.4183, 0.7773, -5.6318)
H (0.2903, -0.3476, -6.3887)
H (1.8929, -0.9030, -5.9077)

Atoms 1-2, force components in eV/Å:
0.4 -0.8 -3.0
-0.1 0.1 0.0

largest force on an atom = 3.910 eV Å⁻¹
HOMO energy (spin up / spin down) = -0.375 / -0.411 hartree
M = 847.55 Da
E_LUMO (spin up / spin down) = -3.363 / -3.584 eV
energy above the lowest of the compared OMol25 structures with the same formula, charge and spin = 0.0 kJ/mol
multiplicity = 3
total charge = +1

***

[5]
The following is a quantum chemistry calculation of a molecular structure, C3H6N2O2 at a distorted geometry, from the Open Molecules 2025 dataset.

Atoms and positions in Å:
C (0.0089, 0.5082, -1.3722)
C (0.6746, -0.3642, 0.6215)
C (-0.7449, -1.0579, 0.4525)
N (0.8923, 0.5618, -0.4914)
N (-1.5193, -0.1986, -0.4231)
O (-2.5861, -0.5298, -0.9700)
O (1.8589, 1.7180, -0.1132)
H (-0.0217, 1.3482, -2.0130)
H (0.6083, 0.0857, 1.5674)
H (1.4386, -1.1307, 0.6028)
H (-0.6239, -2.0777, 0.1813)
H (-1.3581, -1.2019, 1.4276)
H (1.3724, 2.3391, 0.5298)

Atoms 1-2, force components in eV/Å:
-1.3 -0.1 -0.6
-1.1 -1.6 -0.7

largest force on an atom = 3.220 eV Å⁻¹
HOMO energy (spin up / spin down) = -0.292 / -0.278 hartree
M = 102.09 Da
E_LUMO (spin up / spin down) = -0.249 / 0.049 eV
energy above the lowest of the compared OMol25 structures with the same formula, charge and spin = 850.0 kJ/mol
multiplicity = 1
total charge = 0

***

Question: The highest total charge belongs to which entry?
Answer: C32H34F2IMoN4O5S

***

Question: Which value of multiplicity does entry 2 give?
Answer: 1

***

Question: M of number 1 (C4H7NO2)?
Answer: 101.10 Da